ORCA calculation (ωB97M-V/def2-TZVPD) on C5H8O2 in the gas phase at a distorted geometry.

Results
total charge = 0
gap between HOMO and LUMO = 10.683 eV
electronic energy = -345.686161 hartree
energy above the lowest of the compared OMol25 structures with the same formula, charge and spin = 74.55 kcal per mole
SMILES = C/C=C/[C@]1(O)CO1

Each line ends with the Löwdin charge.
Atoms and positions in Å:
O (1.920, 1.082, 0.763)  0.04
H (-0.691, -1.085, 0.658)  0.09
H (1.178, -0.765, 1.576)  0.09
H (3.027, 0.383, -1.280)  0.11
C (-2.564, -0.283, 0.065)  -0.10
H (-2.878, 0.704, -0.142)  0.06
H (-3.131, -0.662, 0.851)  0.05
H (-0.488, 1.442, -1.161)  0.09
C (-0.289, 0.586, -0.574)  0.07
C (-1.084, -0.283, 0.046)  -0.17
O (2.085, 0.464, -1.477)  0.04
H (2.733, -0.817, 0.999)  0.09
H (-3.001, -0.823, -0.839)  0.11
C (1.807, -0.414, 0.798)  0.00
C (1.375, 0.471, -0.284)  -0.56